1.
12
Properties=species:S:1:pos:R:3:forces:R:3 method="wB97M-V/def2-TZVPD" de_lowest_kj_mol=54.6 lumo_energy_ev=0.81 gap_ev=9.749 e_homo_ha=-0.3284
N -1.99249 0.00928 -0.39559 -0.13 0.10 0.17
C -0.61737 -0.00720 -0.15160 0.41 -0.04 0.00
C 0.18127 1.13340 -0.24223 -0.07 0.02 -0.03
N 1.48965 1.12431 -0.00604 -0.15 -0.22 0.01
C 2.02581 -0.05062 0.31151 0.05 0.00 0.02
N 1.38679 -1.21793 0.36033 -0.14 0.24 -0.02
C 0.07998 -1.18888 0.11774 -0.09 0.02 -0.01
H -2.40487 0.93358 -0.35284 0.12 -0.13 -0.05
H -2.51953 -0.62243 0.19386 0.09 -0.01 -0.15
H -0.25565 2.08991 -0.52846 0.01 -0.08 0.09
H 3.08704 -0.05540 0.55074 -0.15 -0.04 -0.09
H -0.44299 -2.14569 0.12454 0.05 0.13 0.06

=====

2.
35
Properties=species:S:1:pos:R:3:forces:R:3 method="wB97M-V/def2-TZVPD" total_charge=-1 multiplicity=5 lumo_energy_ev="2.81 / 2.80" s2=6.09 gap_ev="5.636 / 4.367" e_homo_ha="-0.1040 / -0.0574"
C -0.98458 0.59952 -3.48391 -0.15 0.97 -0.89
C 0.28915 0.53217 -4.07998 0.39 -0.64 0.15
C 1.19024 1.40451 -3.35895 -0.16 1.21 -0.12
C 0.32275 2.25173 -2.47698 0.85 -0.31 -0.22
C -0.98738 1.66189 -2.52478 -0.27 0.25 -0.45
Mn 0.69654 0.40367 -1.63553 -0.62 -0.86 0.41
N -0.88160 -2.07348 -1.88947 -0.91 2.86 1.47
C -0.98429 -3.44125 -2.18960 2.56 0.31 0.34
C 0.39151 -2.65274 -2.05660 0.20 -1.55 -0.31
H 2.28286 1.46372 -3.49758 -0.82 0.45 -0.29
H 0.54184 0.01902 -5.02989 -0.15 -0.05 1.02
H 0.64808 3.13188 -1.90231 -0.31 -0.53 -0.34
H -1.88666 2.05810 -2.03999 0.54 -0.29 -0.06
H -1.86910 0.06119 -3.85361 0.53 0.23 0.44
H 0.98680 -2.44101 -2.94626 -0.50 0.22 -0.05
H -1.34743 -3.58504 -3.18848 -0.22 -0.72 -0.17
H -1.01796 -1.79657 -0.89661 -0.02 -0.54 -0.92
H 1.02145 -2.76717 -1.15997 -0.61 -0.35 -0.34
H -1.10284 -4.12947 -1.37835 -0.50 -0.57 0.03
O 0.28017 -1.89929 0.92575 -0.06 1.44 1.16
C 0.25036 -0.71384 1.31545 -0.01 -0.01 -1.98
N 0.34599 0.35794 0.43992 -0.13 -0.32 0.72
S 0.12434 1.85012 1.15523 0.95 -1.66 -0.28
O 1.29393 2.68567 0.98947 -0.61 -0.19 0.10
O -1.17269 2.39353 0.87022 0.02 0.22 0.01
C 0.12163 1.14413 2.77829 0.02 0.87 0.95
C 0.15737 1.86806 3.97092 -0.07 -0.44 0.00
C 0.18639 1.16257 5.17931 -0.03 -0.01 -0.46
C 0.15743 -0.24102 5.16489 -0.04 0.22 -0.30
C 0.12395 -0.93821 3.95022 0.01 0.14 -0.42
C 0.13003 -0.23078 2.72486 0.10 -0.28 1.43
H 0.18186 2.95333 3.93316 -0.02 -0.14 0.09
H 0.23555 1.70509 6.12504 -0.03 -0.18 -0.26
H 0.17122 -0.77176 6.12193 -0.01 0.05 -0.45
H 0.10306 -2.02619 3.94420 0.07 0.20 -0.06

=====

3.
15
Properties=species:S:1:pos:R:3:forces:R:3 method="wB97M-V/def2-TZVPD" de_lowest_kj_mol=308.7 lumo_energy_ev=0.31 gap_ev=8.123 e_homo_ha=-0.2870
C 1.49639 0.45294 -0.24619 -0.04 2.47 -3.01
C 0.95610 -0.59545 0.27547 -1.96 -3.19 4.05
C -1.01845 0.29701 -1.11607 -0.36 -1.51 1.97
C 1.59757 -1.40180 1.45116 0.07 0.16 -3.41
C -2.15348 1.06845 -0.48633 1.37 -1.17 2.26
O -0.33808 -0.97517 0.19192 -0.57 2.92 -3.49
S 0.40000 1.22570 -1.46384 1.12 0.39 -0.26
H 2.47323 0.86833 -0.44849 0.26 -0.57 0.96
H -1.42833 -0.13443 -2.03145 0.54 -1.16 0.40
H 1.17384 -1.09243 2.36195 -0.82 0.10 1.10
H 2.54970 -0.90970 1.35276 1.24 -1.07 0.72
H 1.47625 -2.50081 1.21603 0.65 1.29 0.59
H -1.72145 1.88188 0.10596 -0.45 0.09 -0.30
H -2.79656 0.46766 0.19024 0.31 0.12 -0.66
H -2.66672 1.34782 -1.35312 -1.34 1.15 -0.91

=====

4.
20
Properties=species:S:1:pos:R:3:forces:R:3 method="wB97M-V/def2-TZVPD" de_lowest_kj_mol=214.4 lumo_energy_ev=0.72 gap_ev=10.191 e_homo_ha=-0.3481
N -1.07544 -1.98252 1.07519 -0.77 0.70 -1.68
C -0.50386 -1.47260 2.33646 0.79 -0.08 -2.05
C 0.47809 -0.32868 2.02758 -0.54 2.28 0.91
C -0.40283 0.91104 1.48526 2.68 -1.70 2.24
O -0.66435 0.68556 0.14692 0.03 0.68 -2.11
C 0.28962 1.32358 -0.74652 0.74 -0.48 1.08
C 0.62741 0.57167 -2.03315 -0.01 0.64 0.44
O 1.47852 1.01332 -2.76904 -1.19 -0.92 0.33
O -0.05943 -0.57323 -2.14404 -0.15 -0.10 0.98
H -0.36566 -1.96548 0.33327 0.16 -0.62 0.62
H -1.71277 -1.25774 0.64933 0.49 -1.03 1.14
H 0.01192 -2.29842 2.82657 -0.34 0.03 0.31
H -1.40801 -1.12485 2.83187 0.52 0.09 0.90
H 1.24449 -0.42633 1.19407 -0.85 -0.77 1.11
H 1.04404 0.01283 2.97126 -0.79 -0.50 -1.31
H 0.24862 1.72691 1.69728 0.51 1.22 -0.65
H -1.22249 1.12831 2.15618 -0.99 -0.46 -0.51
H 1.29436 1.39877 -0.29253 -0.47 0.04 0.30
H -0.04728 2.31437 -0.93002 -0.24 0.88 -0.51
H -0.52769 -0.66614 -1.25211 0.45 0.10 -1.55

=====

5.
23
Properties=species:S:1:pos:R:3:forces:R:3 method="wB97M-V/def2-TZVPD" total_charge=+3 lumo_energy_ev=-13.85 gap_ev=6.294 e_homo_ha=-0.7404
O 2.80701 2.07840 -2.82109 -1.67 -4.55 1.74
C 2.45454 1.05065 -2.43199 2.12 6.23 -2.56
Y 2.01503 -1.05505 -1.46637 -0.15 1.23 2.55
O 5.05298 -2.78176 -2.16122 -4.09 2.29 0.85
C 4.07030 -2.22832 -1.95108 5.55 -3.07 -1.15
C 0.19908 -0.82530 -3.15011 -4.43 0.29 -4.78
O -0.59060 -0.76190 -3.99236 3.74 -0.26 4.06
C 0.52596 -2.84668 -0.88243 -3.91 -5.96 1.94
O -0.07653 -3.78545 -0.57437 2.86 4.63 -1.48
C -1.99494 1.95544 0.44326 -0.94 0.20 -0.25
N -0.83272 1.09689 0.13821 1.31 0.15 -0.09
C 0.01164 0.63022 1.08672 -1.36 -0.17 0.36
S 1.74147 0.51165 0.79211 0.41 -0.99 -1.54
N -0.40912 0.24498 2.28524 1.51 -0.53 -0.70
C -1.76276 -0.18310 2.66888 -0.62 0.20 0.41
H -2.18877 2.01425 1.51796 0.22 -0.02 -0.33
H -2.88079 1.55107 -0.06095 0.15 0.10 0.23
H -1.82822 2.97014 0.06059 0.16 -0.30 0.13
H -0.37178 1.32416 -0.75647 -0.43 0.05 1.03
H 0.37018 -0.07431 2.89565 -0.99 0.44 -0.33
H -1.73328 -1.21995 3.02171 0.17 0.22 -0.12
H -2.10534 0.44220 3.50228 -0.03 -0.14 -0.24
H -2.47336 -0.10821 1.83583 0.41 -0.04 0.27

=====

6.
70
Properties=species:S:1:pos:R:3:forces:R:3 method="wB97M-V/def2-TZVPD" de_lowest_kj_mol=65.3 lumo_energy_ev=-1.26 gap_ev=6.700 e_homo_ha=-0.2925
In -0.33326 0.49362 1.77582 -0.35 -0.20 -0.37
C 0.39972 -3.16076 2.43605 -0.60 -1.92 -0.61
C -0.97930 -3.32639 1.72965 -0.98 0.38 0.58
C -2.13195 -2.65549 2.56269 1.94 -0.04 1.65
C -1.04144 -2.69766 0.35254 0.52 -1.00 -0.25
C -1.39228 -3.30156 -0.89727 -0.84 -1.62 1.95
C -1.24226 -2.33698 -1.79570 0.64 2.18 -0.44
N -0.80295 -1.19987 -1.18260 -0.70 0.21 -0.71
N -0.68620 -1.44168 0.13714 -0.21 0.06 0.45
B -1.13306 0.24818 -1.74719 1.78 -0.59 -0.71
N 0.07813 1.19004 -1.42567 -1.20 -1.51 -0.09
C 0.77952 1.92430 -2.27156 0.13 0.19 -0.03
C 1.78805 2.54228 -1.55827 0.02 1.60 -1.75
C 1.55131 2.19884 -0.25924 0.41 -0.67 2.11
N 0.56246 1.29111 -0.18251 0.27 1.37 -0.44
C 2.26237 2.58977 1.00749 0.72 -0.48 0.29
C 1.93495 3.97752 1.59027 0.84 0.13 -1.46
C 3.79120 2.43880 0.86522 0.21 0.07 -0.98
N -2.38350 0.83507 -1.20232 -0.88 0.17 -0.07
C -3.42260 1.35289 -1.90392 -0.30 0.31 -0.33
C -4.15472 2.15955 -1.06067 0.82 -0.72 1.60
C -3.45868 2.06642 0.21261 -0.36 -0.66 -0.78
N -2.41478 1.23607 0.08219 -0.59 1.08 0.80
C -3.84186 2.86153 1.46951 0.49 -1.15 -1.20
C -3.36515 2.33177 2.80849 1.73 -1.01 -0.72
C -3.34059 4.25356 1.23673 0.62 1.04 -1.69
H 0.36763 -3.69087 3.40094 -0.16 0.47 -0.07
H 0.56363 -2.10784 2.58225 0.65 0.28 0.04
H 1.20014 -3.72965 1.88317 -0.57 1.15 0.26
H -1.25604 -4.41454 1.70330 0.38 0.91 -0.42
H -1.90756 -1.62615 2.93975 -0.06 -0.59 -0.85
H -2.22161 -3.20217 3.50394 -0.13 -0.24 0.02
H -3.06983 -2.69290 2.08294 -1.02 0.10 -0.76
H -1.90542 -4.24280 -1.09738 0.59 0.09 0.31
H -1.37249 -2.37272 -2.83749 -0.32 0.19 -1.08
H -1.19965 0.17597 -2.95178 -0.10 -0.14 0.09
H 0.46674 2.04118 -3.29030 0.10 -0.22 -0.26
H 2.43471 3.29763 -2.01275 -0.02 -0.43 0.59
H 1.97273 1.85843 1.79330 -0.04 0.29 -0.49
H 2.34165 4.83577 0.98868 -0.53 -0.89 0.12
H 2.49286 4.02774 2.49973 -0.04 0.18 1.00
H 0.87540 4.09138 1.72000 -0.49 0.24 0.33
H 4.21087 3.38994 0.54754 0.11 0.30 0.00
H 4.10348 1.72535 0.07245 -0.39 0.17 0.69
H 4.26959 2.15683 1.79603 -0.02 -0.06 0.09
H -3.58277 1.15412 -2.97892 0.33 -0.02 0.93
H -5.13221 2.58754 -1.18001 0.04 0.30 -0.34
H -4.92024 2.81985 1.49646 -0.52 0.26 -0.07
H -2.26851 2.48662 2.95997 -0.71 0.20 -0.19
H -3.44924 1.22632 2.87042 -0.51 0.67 0.24
H -3.87785 2.88336 3.56589 -0.38 -0.05 0.80
H -2.24048 4.27014 1.25915 -0.19 -0.18 -0.34
H -3.60413 4.92036 1.99836 -0.71 0.97 1.47
H -3.68888 4.75894 0.28463 0.40 -0.91 0.87
O 4.10806 -0.37126 1.67785 -0.38 -0.67 0.89
S 3.49505 -1.38243 0.87455 1.19 2.85 -2.90
O 3.65685 -2.76806 1.13522 -0.46 -0.86 0.54
O 2.27765 -0.92440 0.15688 0.82 -1.19 1.42
S 5.01176 -1.19227 -1.07690 0.08 -0.45 1.76
S 3.81266 -0.46909 -2.48116 -0.86 -0.81 -1.11
C 3.00772 -2.04336 -2.86850 -2.02 -1.07 1.04
N 2.25247 -2.61210 -1.84429 1.69 1.00 -0.82
C 1.62369 -3.76417 -1.97615 -0.08 -0.17 0.65
C 1.68773 -4.46438 -3.14691 1.09 -0.46 -2.67
C 2.41889 -3.86645 -4.24099 -1.68 0.04 2.36
N 2.96439 -2.66945 -4.01069 1.30 0.35 -2.09
H 2.30276 -2.11536 -0.92470 -0.78 0.24 -0.17
H 1.07361 -4.07475 -1.09569 0.05 -0.17 -0.15
H 1.25918 -5.45885 -3.29018 -0.08 0.48 0.32
H 2.42184 -4.32241 -5.26806 0.30 0.65 1.18

=====

7.
9
Properties=species:S:1:pos:R:3:forces:R:3 method="wB97M-V/def2-TZVPD" multiplicity=4 lumo_energy_ev="-2.23 / -2.19" s2=3.76 gap_ev="3.961 / 4.053" e_homo_ha="-0.2277 / -0.2295"
O -0.62617 -1.47240 -1.12940 0.57 2.29 1.19
C -0.61949 -0.36237 -0.38279 -1.59 -2.13 -3.94
C 0.74481 0.35958 -0.36943 0.78 -1.68 -0.04
O -1.31240 -0.75065 0.93117 2.65 2.36 4.36
Nd -0.19975 0.19358 2.53561 -0.30 -0.88 -5.39
H 1.51584 -0.41517 -0.57974 -0.49 0.42 -0.39
H 0.74796 1.13314 -1.16109 0.00 -0.28 0.41
O 1.09116 0.87621 0.88553 -1.55 0.19 3.60
H -1.34197 0.43808 -0.72985 -0.07 -0.29 0.20

=====

8.
82
Properties=species:S:1:pos:R:3:forces:R:3 method="wB97M-V/def2-TZVPD" total_charge=+1 lumo_energy_ev=-2.54 gap_ev=7.665 e_homo_ha=-0.3750
C 5.08396 -1.84302 -1.90620 0.70 0.02 0.09
C 3.73845 -1.47449 -1.78376 -0.91 0.35 0.69
N 3.39632 -0.74684 -0.66164 -0.68 -0.25 -0.62
C 4.26213 -0.32550 0.25101 1.28 -0.34 -0.21
C 5.60543 -0.69166 0.14162 -0.67 0.58 0.70
C 6.01026 -1.46183 -0.94555 -0.73 -0.22 -0.56
C 2.70428 -1.88702 -2.68645 -0.21 0.08 -0.73
P 1.06642 -1.22205 -2.69060 1.98 0.04 1.32
Sn 1.24039 -0.13674 -0.45541 -1.29 5.12 -2.05
P 2.04187 0.63683 1.76507 0.18 -0.62 -1.74
C 3.79362 0.66349 1.31621 0.63 0.22 0.57
O 2.26634 -4.16718 -0.92381 0.13 -0.20 -0.09
O 2.45847 -3.24812 1.60335 -0.35 -0.11 -0.42
H 5.37301 -2.41970 -2.77498 0.11 0.00 0.05
H 6.30063 -0.34817 0.89506 0.08 -0.05 -0.05
H 7.04593 -1.75564 -1.05385 -0.01 0.02 0.02
C 0.74964 0.00552 -3.92980 -0.26 0.31 -0.86
C -0.16228 -2.48142 -2.82156 -0.67 -0.84 -0.58
H 4.36386 0.52692 2.24246 0.23 0.04 -0.25
H 4.00145 1.68452 0.95475 -0.03 -0.27 0.07
H 2.39540 -3.43908 -1.57714 0.01 0.05 -0.10
H 3.02553 -2.35442 -3.62373 0.08 0.05 0.36
C 1.49580 2.27590 2.11681 -0.16 0.86 0.63
C 1.76534 -0.44101 3.10678 0.12 -0.60 1.57
H 0.43776 -1.67376 0.03470 2.33 -1.58 2.08
H 1.73062 -3.77412 1.97200 0.32 0.12 -0.07
H 2.53157 -3.58809 0.66962 -0.02 0.06 0.58
H 2.90824 -4.83705 -1.19206 -0.12 -0.05 0.11
H 1.60976 1.43892 -1.17244 0.26 0.06 0.09
H 1.38007 -1.70953 0.40436 -2.85 -2.39 0.00
H 0.83008 -0.50319 -4.89582 -0.04 0.25 -0.09
H -0.25752 0.42736 -3.82662 0.24 -0.12 -0.04
H 1.48149 0.82054 -3.89080 -0.12 -0.27 0.10
H -0.10260 -2.86872 -3.84619 -0.18 -0.18 0.14
H 0.03045 -3.30752 -2.12488 0.04 0.24 -0.18
H -1.17221 -2.08851 -2.65477 0.34 -0.09 -0.13
H 2.30537 -0.01179 3.96390 -0.20 -0.35 0.09
H 0.70003 -0.51937 3.36791 0.32 0.08 -0.20
H 2.15451 -1.44627 2.88329 -0.03 0.36 -0.01
H 2.03417 2.60328 3.01316 -0.12 0.22 -0.06
H 1.68846 2.97533 1.30073 0.13 -0.26 0.04
H 0.41836 2.29732 2.33424 0.44 -0.14 -0.13
C -3.10478 -0.26825 -2.54623 0.27 -0.31 -0.01
Si -2.90399 -0.68488 -0.71975 -0.69 0.14 0.28
C -4.65562 -0.40796 -0.08679 0.39 -0.15 -0.12
C -2.56207 -2.49257 -0.34282 0.03 -0.01 -0.27
Si -1.27430 0.61797 0.31618 0.22 -0.05 -0.15
Si -1.59566 2.72125 -0.63865 -0.07 0.36 -0.36
C -3.40444 3.21291 -0.67751 0.17 -0.07 0.10
C -0.69360 4.11684 0.21614 0.04 -0.15 -0.09
C -0.99721 2.75579 -2.41501 -0.20 0.04 0.15
Si -2.06986 0.69809 2.52825 -0.64 0.13 0.76
C -3.70049 1.65036 2.59584 0.17 -0.34 -0.29
C -2.36558 -1.05610 3.12999 -0.06 0.25 0.00
C -1.22986 1.59296 3.97679 0.25 -0.30 -0.32
H -3.83286 -0.97220 -2.96859 0.13 0.12 -0.07
H -2.17707 -0.32584 -3.11834 -0.17 0.05 -0.13
H -3.50936 0.74192 -2.64940 0.03 -0.10 0.02
H -5.31129 -1.06291 -0.67071 -0.02 0.08 0.08
H -4.72722 -0.68797 0.96158 -0.23 0.09 0.08
H -4.96038 0.62558 -0.24066 -0.17 0.00 0.14
H -1.54430 -2.78618 -0.60150 -0.10 -0.21 0.03
H -2.70571 -2.69757 0.72061 -0.04 0.06 -0.10
H -3.27870 -3.09722 -0.91169 0.21 -0.13 0.09
H -3.81267 3.29838 0.33082 -0.14 -0.01 -0.15
H -3.46074 4.19300 -1.16400 -0.09 -0.09 0.04
H -3.98929 2.49881 -1.25723 -0.16 0.08 0.06
H 0.38119 4.01647 0.04691 -0.06 0.14 0.16
H -1.02107 5.05189 -0.24741 0.03 0.00 0.14
H -0.92937 4.13367 1.28014 0.17 0.20 0.09
H 0.06155 2.51514 -2.46216 0.09 -0.01 -0.17
H -1.57775 2.06334 -3.02459 0.10 0.03 -0.14
H -1.15226 3.77023 -2.79896 0.06 -0.12 -0.05
H -4.43720 1.29639 1.87758 -0.07 0.20 0.06
H -4.10393 1.53650 3.60799 0.02 0.03 -0.11
H -3.48607 2.70547 2.42490 -0.16 0.07 0.02
H -1.43612 -1.62884 3.11525 -0.12 -0.21 0.03
H -2.74371 -1.00003 4.15706 0.08 -0.14 -0.10
H -3.12055 -1.54525 2.51131 0.13 -0.13 0.10
H -1.87276 1.44466 4.85292 0.06 -0.01 -0.19
H -1.18500 2.66268 3.77405 0.14 0.09 0.13
H -0.24075 1.20934 4.21875 0.08 0.20 0.19